# 1
A molecular structure, C36H33BrN2O5ReSTe. Source: OMol25; level of theory: ωB97M-V/def2-TZVPD.

Max |F| = 0.83 eV/Å
Expectation value of S² = 3.806
Total charge = +2
Kohn-Sham gap (alpha / beta) = 0.225 / 0.222 Ha
2S+1 = 4
Highest occupied orbital energy (alpha / beta) = -13.2261 / -13.3317 eV
Energy above the lowest of the compared OMol25 structures with the same formula, charge and spin = 8.9 kcal/mol

CARTESIAN COORDINATES (ANGSTROEM)
1 Re 0.90 0.09 -1.13
2 Te -0.24 3.98 -1.21
3 Br 1.73 -2.10 1.17
4 S 2.36 2.45 -2.55
5 O 2.62 1.11 -1.90
6 O -0.56 -1.15 -0.99
7 O 1.15 2.38 -3.35
8 O -2.94 -2.78 -2.08
9 O 2.31 3.47 -1.50
10 N -0.33 1.83 -0.85
11 N 2.08 -1.64 -1.53
12 C -4.73 0.05 2.61
13 C -3.61 -0.29 1.68
14 C -2.51 -4.33 -0.35
15 C -1.94 -5.80 1.48
16 C -3.64 -1.46 0.92
17 C -2.10 -6.89 0.64
18 C -2.15 -4.52 0.98
19 C -0.99 4.78 2.97
20 C 3.09 -3.66 -0.79
21 C -0.16 4.63 0.73
22 C 1.34 1.02 3.77
23 C -2.51 0.56 1.54
24 C 2.74 2.31 2.31
25 C 0.43 0.83 2.74
26 C -2.46 -6.71 -0.69
27 C -1.63 1.80 -1.65
28 C 2.53 -1.89 -2.78
29 C -2.72 -2.98 -0.91
30 C -2.66 -5.44 -1.19
31 C -2.20 3.19 -1.39
32 C 2.50 1.76 3.56
33 C 1.03 5.94 2.34
34 C -1.56 -0.93 -0.10
35 C -1.12 4.29 1.68
36 C 3.25 -3.02 -3.11
37 C 3.70 -3.26 -4.52
38 C 3.53 -3.91 -2.07
39 C 0.09 5.60 3.29
40 C 1.82 2.14 1.28
41 C 3.72 2.78 -3.60
42 C 2.36 -2.51 -0.56
43 C 0.92 5.46 1.04
44 C -1.48 0.24 0.66
45 C -2.64 -1.79 0.01
46 C 0.65 1.41 1.48
47 C -0.27 1.06 0.37
48 H 3.33 3.33 -4.45
49 H 2.05 2.57 0.32
50 H 4.10 -4.81 -2.27
51 H -2.03 -3.66 1.64
52 H 4.16 1.84 -3.92
53 H -4.49 -2.13 1.02
54 H -5.49 0.65 2.10
55 H -5.22 -0.85 2.98
56 H -1.96 3.66 1.43
57 H -1.35 1.67 -2.70
58 H 1.66 5.72 0.30
59 H -1.67 -5.94 2.51
60 H -2.95 -5.27 -2.22
61 H -4.38 0.62 3.47
62 H 2.85 -3.35 -5.18
63 H 2.27 -1.15 -3.53
64 H 3.30 -4.34 0.03
65 H -1.95 -7.89 1.03
66 H 4.28 -4.18 -4.59
67 H 1.15 0.58 4.73
68 H -2.27 0.98 -1.34
69 H -0.45 0.23 2.92
70 H -2.45 1.46 2.14
71 H 1.86 6.59 2.60
72 H 4.45 3.38 -3.06
73 H -2.73 3.63 -2.23
74 H -2.77 3.27 -0.47
75 H 3.64 2.88 2.12
76 H -2.59 -7.57 -1.34
77 H 3.21 1.89 4.36
78 H -1.72 4.53 3.72
79 H 4.33 -2.44 -4.88
80 H 0.18 5.98 4.30

# 2
A molecular structure, C36H33N6O2PPdS2. Source: OMol25; level of theory: ωB97M-V/def2-TZVPD.

Max |F| = 0.10 eV/Å
Total charge = +2
Kohn-Sham gap = 0.275 Ha
Highest occupied orbital energy = -12.8810 eV
Energy above the lowest of the compared OMol25 structures with the same formula, charge and spin = 0.0 kcal/mol

CARTESIAN COORDINATES (ANGSTROEM)
1 Pd 2.93 0.98 0.15
2 S 2.95 0.37 -2.02
3 S 4.98 -0.01 0.64
4 P -2.03 -0.80 -1.24
5 O -1.57 0.47 -2.10
6 O -2.32 1.90 -3.67
7 N 0.85 2.08 -1.62
8 N 1.33 2.04 -0.35
9 N 4.02 -2.60 0.95
10 N 6.09 -2.22 1.55
11 N 1.11 1.27 -3.72
12 N 2.47 1.83 2.00
13 C -1.75 5.18 -0.78
14 C -0.51 3.47 0.37
15 C 2.62 -2.43 0.63
16 C 2.74 2.42 4.29
17 C -6.08 -0.39 -3.19
18 C 1.38 2.62 1.92
19 C -3.70 -0.84 -1.86
20 C -2.57 1.00 -2.96
21 C -0.98 -2.15 -1.69
22 C 5.99 -3.68 1.60
23 C 1.63 3.24 4.22
24 C -1.93 -0.49 0.49
25 C 4.48 -3.86 1.56
26 C -0.29 -4.42 -1.32
27 C 0.73 2.70 0.59
28 C -0.12 -2.04 -2.78
29 C -1.65 3.14 1.10
30 C -5.00 0.45 -3.45
31 C 0.57 -4.31 -2.41
32 C -0.66 -0.51 1.08
33 C -0.57 4.49 -0.58
34 C 4.97 -1.67 1.05
35 C -0.53 -0.28 2.44
36 C -2.84 3.82 0.88
37 C -2.93 -0.04 2.63
38 C -1.67 -0.06 3.21
39 C -5.96 -1.44 -2.28
40 C 0.95 3.35 3.01
41 C 1.54 1.34 -2.44
42 C -3.82 0.21 -2.77
43 C -2.89 4.84 -0.05
44 C -4.77 -1.68 -1.60
45 C -1.06 -3.34 -0.95
46 C 0.66 -3.13 -3.13
47 C -3.06 -0.25 1.26
48 C 3.14 1.73 3.15
49 H -4.69 -2.50 -0.91
50 H -1.57 0.10 4.28
51 H -5.08 1.26 -4.16
52 H 3.31 2.32 5.20
53 H 6.96 -1.72 1.52
54 H -3.72 3.56 1.45
55 H -3.81 5.38 -0.22
56 H 2.49 -1.54 0.03
57 H -6.81 -2.08 -2.10
58 H 0.44 -0.28 2.90
59 H -7.02 -0.23 -3.70
60 H 0.22 -0.70 0.47
61 H -1.72 -3.41 -0.09
62 H -1.79 5.98 -1.50
63 H 0.09 4.00 2.92
64 H 0.38 1.91 -3.99
65 H 1.34 -3.05 -3.97
66 H 6.48 -4.12 0.73
67 H -4.04 -0.23 0.80
68 H 2.01 -2.37 1.53
69 H -0.36 -5.35 -0.77
70 H 2.29 -3.29 0.04
71 H -0.05 -1.11 -3.33
72 H -3.81 0.13 3.23
73 H 1.75 0.96 -4.43
74 H 1.17 -5.17 -2.71
75 H 1.31 3.81 5.08
76 H 0.31 4.75 -1.15
77 H 4.17 -4.71 0.96
78 H 6.44 -4.07 2.50
79 H -1.60 2.35 1.84
80 H 4.05 -3.96 2.56
81 H 4.01 1.10 3.14